Entry from the OMol25 dataset: a single C23H27N3O2S molecule (the ωB97M-V functional and the def2-TZVPD basis).

The HOMO energy is -8.0 eV. For the electronic energy, the calculation gives -43691.3161 eV. As for the SMILES: Cc1ccc(CCNC(=O)[C@@H]2CCCN(C(=O)c3cc4sccc4n3C)C2)cc1. Its charge is 0.

Geometry as XYZ:
```
56
Properties=species:S:1:pos:R:3:forces:R:3
C -3.91725 -0.32501 -2.38703 -0.01 -0.03 -0.07
C -3.16121 -1.29602 -1.53435 -0.02 0.00 0.00
C -1.90896 -1.74994 -1.93241 -0.02 0.03 0.02
C -1.20163 -2.64791 -1.15567 -0.02 -0.04 -0.02
C -1.72334 -3.11708 0.04541 -0.01 -0.21 0.01
C -2.97405 -2.66485 0.44226 0.09 -0.07 -0.01
C -3.68452 -1.77179 -0.33992 0.01 0.01 -0.06
H -4.65718 -1.43416 -0.01373 -0.11 0.05 0.02
H -3.39777 -3.01760 1.37181 -0.05 -0.05 0.12
C -0.90493 -4.01897 0.92622 0.08 0.21 0.15
H -0.19249 -4.58253 0.32161 -0.01 -0.05 0.02
H -1.54431 -4.72308 1.45969 0.01 -0.07 -0.02
C -0.12363 -3.18012 1.95571 0.04 -0.22 0.05
N 0.59778 -2.11066 1.30647 -0.40 0.05 0.19
C 1.90940 -2.18406 0.98680 -0.09 0.57 -0.32
O 2.65593 -3.03996 1.40758 0.30 -0.36 0.08
C 2.35600 -1.04428 0.07113 0.40 -0.18 0.27
C 2.34012 0.28936 0.83318 -0.39 -0.25 0.13
N 2.70996 1.35845 -0.05856 0.14 -0.09 0.08
C 1.91857 2.37314 -0.47362 0.11 0.16 0.00
O 2.34908 3.28206 -1.17169 -0.06 0.16 -0.13
C 0.50312 2.35610 -0.03438 -0.32 -0.35 -0.16
C -0.44183 1.34619 -0.14710 0.40 0.18 -0.02
C -1.64438 1.88612 0.32346 -0.35 0.44 0.24
C -1.39917 3.21047 0.70426 -0.22 -0.91 -0.30
N -0.09401 3.49037 0.45830 0.00 -0.16 -0.12
C 0.55144 4.74528 0.73145 0.31 0.43 0.20
H -0.16069 5.55470 0.57629 0.02 -0.01 0.00
H 0.91174 4.78327 1.76390 -0.04 0.03 -0.05
H 1.39248 4.87161 0.05168 -0.13 0.02 0.07
C -2.53595 3.87267 1.22021 -0.23 0.21 0.14
C -3.61164 3.04586 1.22180 0.08 -0.22 -0.10
S -3.29350 1.45146 0.60511 0.23 0.39 0.09
H -4.60616 3.26930 1.55380 -0.19 0.12 0.09
H -2.56012 4.88917 1.56826 -0.06 0.18 0.08
H -0.29652 0.37165 -0.56914 0.15 -0.21 -0.10
C 4.05169 1.21966 -0.58742 0.23 0.16 -0.51
C 4.17295 -0.09463 -1.35919 0.04 0.01 0.29
C 3.76250 -1.27408 -0.48073 -0.22 -0.01 -0.22
H 3.78757 -2.20199 -1.05367 0.05 -0.04 0.07
H 4.45552 -1.38654 0.35492 0.01 -0.06 0.03
H 5.20064 -0.21850 -1.70154 0.02 0.01 -0.06
H 3.52527 -0.04994 -2.23762 0.02 0.04 -0.08
H 4.24298 2.07590 -1.23610 0.04 -0.11 0.17
H 4.76403 1.23302 0.24525 -0.02 0.03 -0.02
H 1.36354 0.49167 1.27295 0.20 -0.02 0.00
H 3.08176 0.23978 1.64049 -0.06 -0.03 0.00
H 1.64977 -0.97608 -0.76446 -0.06 0.03 0.03
H 0.01825 -1.43171 0.83592 0.20 0.05 -0.04
H 0.60946 -3.80017 2.47412 -0.12 0.08 0.04
H -0.81380 -2.74233 2.68247 0.05 -0.10 0.00
H -0.23066 -2.99459 -1.48406 0.08 -0.05 -0.03
H -1.48606 -1.39369 -2.86165 0.04 0.04 -0.11
H -4.82247 0.00732 -1.88654 -0.07 0.07 -0.02
H -3.30151 0.54559 -2.60733 -0.02 0.11 -0.03
H -4.19182 -0.78793 -3.33466 -0.06 0.02 -0.07
```
Positions in Å, forces in eV/Å.

Entry from the OMol25 dataset: a molecular structure, C23H27N3O3 in a non-equilibrium geometry (the ωB97M-V functional and the def2-TZVPD basis).

The HOMO energy is -7.8 eV. For the electronic energy, the calculation gives -34883.0578 eV. Its charge is 0.

Geometry as XYZ:
```
56
Properties=species:S:1:pos:R:3:forces:R:3
O -1.90484 -0.93728 -2.99593 0.83 -0.20 -0.43
C -0.88843 -0.57924 -2.36775 -4.69 -2.91 -0.75
N -0.38356 -1.21555 -1.38991 -5.11 -8.61 -1.61
H 0.30675 -1.05183 -0.81906 4.74 1.76 3.65
C -1.04570 -2.77599 -1.14573 -4.41 12.29 8.19
H -0.56826 -3.48137 -1.45315 5.58 -7.87 -4.30
C -1.06417 -2.91655 0.68537 8.35 12.06 -5.45
H -1.50189 -3.69506 0.67103 -5.88 -10.27 1.24
H -1.54165 -1.93925 0.91884 0.02 -1.22 0.40
C 0.51952 -2.91503 0.98226 -2.78 2.45 -1.78
N 1.13669 -1.42494 0.76111 0.77 -5.37 -0.61
C 2.50682 -1.71739 0.38515 0.32 -5.41 5.02
C 3.31282 -0.69371 0.04175 -1.52 10.67 2.98
C 4.52776 -0.43389 -0.48059 -0.10 -4.55 -1.85
C 5.13806 0.64437 -0.96128 -1.51 3.78 3.63
C 4.50019 1.83912 -0.36016 11.00 0.77 -7.79
C 3.40007 1.72600 0.23926 -6.02 7.03 2.15
C 2.68361 0.64891 0.60228 6.53 -3.87 -5.21
C 1.50829 0.84532 1.17809 -8.49 -0.68 8.53
C 0.98553 -0.58414 1.90482 0.41 2.31 -2.62
H -0.07779 -0.62118 2.00656 -0.71 0.82 0.88
H 1.51224 -0.77760 2.82721 0.47 -0.57 0.20
H 1.43491 1.57848 2.11247 0.94 -0.99 -1.93
H 0.57250 1.12676 0.71600 0.24 0.17 -1.26
H 2.90158 2.99907 0.21101 0.82 -4.07 1.10
H 5.14458 2.82176 -0.74941 -2.48 -2.07 1.57
H 6.10349 0.45407 -1.35801 0.64 0.84 -0.65
H 4.98588 -1.30650 -0.82754 0.94 -1.90 -0.39
H 2.64430 -2.53943 -0.24379 -0.64 -1.36 -1.45
H 3.15587 -2.30646 1.43123 -1.69 1.35 -2.19
H 0.52133 -3.02944 2.00888 1.17 -1.03 2.21
H 0.94816 -3.69200 0.30829 0.26 0.79 1.00
H -2.07975 -2.60238 -1.30919 -0.53 -0.39 -1.02
C -0.41800 0.67410 -2.55111 3.79 9.94 0.70
H -0.14344 0.84682 -3.57220 0.59 -0.22 -0.85
H 0.53734 1.10499 -1.87195 -2.12 -1.84 -1.75
C -1.37014 1.92220 -2.37085 7.32 -2.72 5.72
N -1.67818 2.03041 -0.50918 4.95 2.90 -12.17
C -1.01332 2.99385 -0.05041 0.46 0.99 8.59
O -0.29167 3.82532 -0.46528 1.78 1.82 -2.60
C -1.29618 2.95218 1.56558 -2.80 1.96 -3.08
H -0.70519 3.57501 2.20103 1.41 -0.65 0.46
O -1.69783 1.72652 2.02360 0.77 -2.66 1.73
C -2.50157 0.83980 1.29251 5.27 9.65 -6.99
C -3.30914 0.09130 1.86566 1.83 -1.85 8.43
C -3.93492 -0.83555 1.22849 -6.05 -4.67 -1.26
C -4.15952 -0.70614 -0.08036 0.81 0.54 -2.37
C -3.34848 0.19069 -0.76433 -0.94 4.50 -4.50
C -2.52174 1.20836 -0.23018 -6.91 -10.67 9.65
H -3.73696 0.49433 -1.81799 1.03 -1.27 1.39
H -4.92306 -1.14872 -0.72117 0.27 -0.51 0.70
H -4.64616 -1.47082 1.71476 0.08 -0.66 0.73
H -2.89123 0.00127 2.90614 -1.59 -0.13 -0.21
H -2.21226 3.57351 1.58933 -0.19 0.28 -0.17
H -0.85306 2.81181 -2.36965 0.86 1.97 -0.97
H -2.28025 1.85116 -2.54252 -8.09 -0.48 -2.67
```
Positions in Å, forces in eV/Å.

ΔE to the lowest compared entry with this formula, charge and spin values (in kcal/mol) by entry order: 0.7, 503.7.
Orbital gap values (in eV) by entry order: 8.57, 8.18.